No. 1
17
Properties=species:S:1:pos:R:3:forces:R:3:lowdin_spin:R:1 method="wB97M-V/def2-TZVPD" homo_energy_ev="-4.604 / -8.480" e_lumo_ev="0.3 / 0.2" multiplicity=2 gap_ev="4.857 / 8.682"
O -1.598 -1.206 -1.759 -1.606 -0.361 -0.640 0.3210
C -0.751 -1.384 -0.832 3.461 1.877 0.148 0.5015
C 0.314 -0.149 -0.828 -0.100 -1.596 -0.330 0.0611
C -0.054 0.901 0.186 -0.486 1.513 0.629 0.0302
C 0.407 0.438 1.571 -0.124 0.776 0.118 0.0036
N 1.264 1.294 2.223 0.530 0.550 -0.375 0.0021
O 0.002 -0.568 2.091 0.077 -0.527 0.086 0.0058
N 0.190 0.361 -2.235 0.026 0.561 0.581 0.0045
H -0.615 -1.957 0.072 -1.020 -0.507 -0.081 0.0430
H 1.366 -0.444 -0.702 -0.323 -0.056 0.121 0.0126
H 0.281 1.953 0.035 0.610 -0.564 -0.265 0.0073
H -1.135 1.073 0.207 -0.123 -0.614 0.112 0.0028
H 1.808 0.985 3.005 -0.309 -0.531 0.389 0.0001
H 1.696 2.092 1.783 -0.377 -0.191 -0.362 0.0011
H -0.010 1.353 -2.209 0.526 0.260 -0.512 0.0014
H -0.698 -0.111 -2.553 -0.875 -0.982 0.366 -0.0015
H 0.953 0.066 -2.834 0.113 0.391 0.016 0.0036

---

No. 2
17
Properties=species:S:1:pos:R:3:forces:R:3:mulliken_charge:R:1 method="wB97M-V/def2-TZVPD" homo_energy_ev=-14.107 e_lumo_ev=-3.4 charge=+1 gap_ev=10.736
N 0.503 -0.071 -1.846 1.479 -0.600 -1.787 -0.6933
C 0.274 -0.016 -0.494 -0.617 2.012 2.794 0.9041
C 0.462 1.411 0.110 -0.302 -1.879 -2.060 0.2450
N 0.009 1.819 1.284 1.686 1.637 -2.097 -0.2503
O 0.986 2.193 -0.786 0.176 1.584 0.573 -0.5632
C 0.470 -1.135 0.484 1.163 -3.131 1.376 -0.6962
C -0.926 -0.695 0.184 2.700 -0.092 2.248 -0.2925
O -1.651 -0.097 1.172 -1.020 1.642 0.810 -0.6368
H 1.350 -0.501 -2.256 -0.987 0.237 0.745 0.2774
H -0.134 0.306 -2.531 -0.293 -0.279 0.282 0.2959
H -0.618 1.289 1.847 -0.282 -0.898 -0.049 0.2085
H -0.028 2.819 1.411 0.303 0.257 0.179 0.3127
H 1.208 1.819 -1.718 -0.722 -0.388 2.316 0.4940
H 0.813 -0.978 1.565 -0.398 0.497 -1.800 0.2484
H 0.894 -2.201 0.203 -1.121 2.453 -0.093 0.2949
H -1.492 -1.238 -0.424 -2.115 -2.346 -2.776 0.4808
H -1.845 -0.560 2.000 0.350 -0.708 -0.660 0.3706

---

No. 3
17
Properties=species:S:1:pos:R:3:forces:R:3:lowdin_spin:R:1 method="wB97M-V/def2-TZVPD" homo_energy_ev="-5.454 / -8.245" e_lumo_ev="0.8 / -2.5" multiplicity=3 gap_ev="6.235 / 5.779"
C -0.822 -0.631 -2.360 0.532 0.544 1.051 0.4622
C -0.379 0.238 1.482 -2.523 0.169 1.854 0.0227
C -0.086 1.823 -0.337 2.539 1.088 -3.658 0.0147
C 1.226 -1.510 0.950 -0.194 2.047 -1.153 0.1374
N -0.367 0.483 0.053 -1.078 -1.889 1.103 0.0465
N 0.768 -0.075 0.882 4.494 0.135 -0.191 0.0518
P -1.570 -0.666 -0.832 0.052 0.128 0.657 0.3166
S 1.097 -2.136 2.568 0.158 -0.296 0.306 0.8113
H -1.493 -0.971 -3.122 0.455 0.085 -0.901 0.0266
H 0.165 -0.138 -2.396 -0.642 -0.644 -0.933 0.0247
H -0.373 1.106 2.108 -0.312 0.495 0.424 0.0020
H -0.976 -0.622 1.829 -0.248 0.591 -0.216 0.0095
H -0.018 1.742 -1.456 -0.680 0.388 0.703 0.0023
H -0.812 2.595 -0.111 -0.158 -0.320 0.518 0.0008
H 1.000 2.130 -0.205 -1.406 -0.384 0.989 0.0027
H 0.348 -1.902 0.391 0.709 -1.338 -0.644 0.0549
H 2.294 -1.465 0.556 -1.699 -0.798 0.093 0.0133

---

No. 4
16
Properties=species:S:1:pos:R:3:forces:R:3:mulliken_charge:R:1 method="wB97M-V/def2-TZVPD" homo_energy_ev=-8.939 e_lumo_ev=1.0 gap_ev=9.924
H 1.100 2.532 -0.284 0.157 -0.290 -0.020 0.2559
N 0.260 2.000 -0.499 -0.246 0.767 0.591 -0.6944
C 0.205 0.874 0.070 2.790 -2.419 -0.296 0.3830
C 1.425 -0.082 0.662 -1.030 2.524 -0.208 -0.4251
C 2.061 -0.882 -0.462 -0.150 0.111 -0.002 -1.0340
N -0.804 -0.015 -0.133 -1.987 -0.743 0.072 -0.4214
C -2.025 0.283 0.086 0.414 0.032 -0.065 -0.0028
N -3.002 -0.646 -0.017 -0.082 0.275 -0.106 -0.3489
H 2.133 0.617 1.108 0.290 -0.164 0.110 0.3418
H 1.036 -0.737 1.442 -0.153 0.141 -0.066 0.2497
H 2.406 -0.220 -1.254 0.076 -0.005 -0.053 0.2932
H 1.337 -1.573 -0.888 -0.021 -0.050 -0.044 0.2962
H 2.912 -1.454 -0.089 -0.011 0.003 -0.016 0.3246
H -2.349 1.285 0.376 0.013 -0.043 0.160 0.3355
H -2.751 -1.557 -0.362 -0.153 0.001 0.108 0.2357
H -3.946 -0.425 0.245 0.092 -0.141 -0.164 0.2110

---

No. 5
16
Properties=species:S:1:pos:R:3:forces:R:3:mulliken_charge:R:1 method="wB97M-V/def2-TZVPD" homo_energy_ev=-7.792 e_lumo_ev=0.7 gap_ev=8.476
C -0.436 1.793 0.184 -1.649 2.010 -0.028 -1.0610
C 0.257 0.401 -0.190 -5.540 0.266 0.685 0.1727
C 1.543 0.365 -0.265 6.296 0.529 -1.320 0.0679
C -0.675 -0.825 -0.169 6.613 -2.532 3.661 0.3333
H 0.062 2.633 -0.564 -1.008 -1.776 2.706 0.3090
H -0.378 1.932 1.462 0.247 0.055 -4.002 0.2092
H -1.789 2.117 -0.007 4.230 -1.557 0.217 0.1883
H 2.112 1.404 -0.817 -1.352 -3.135 2.499 0.1546
H 3.418 -0.723 0.344 -3.931 0.099 -1.411 0.2289
H 1.772 -1.768 0.288 1.551 3.640 -0.988 0.2904
H -2.536 -1.450 -0.803 2.166 4.119 3.139 0.3105
H -2.512 0.240 0.250 1.709 -0.754 -0.841 0.2536
H -1.004 -2.755 0.374 -1.030 0.180 -0.238 0.2171
N 2.346 -0.797 -0.010 0.679 -1.405 0.961 -0.5157
N -1.878 -0.470 -0.173 -11.077 -2.909 -3.577 -0.3893
N -0.303 -2.097 0.098 2.098 3.169 -1.464 -0.7695

---

No. 6
16
Properties=species:S:1:pos:R:3:forces:R:3:mulliken_charge:R:1 method="wB97M-V/def2-TZVPD" homo_energy_ev=-7.281 e_lumo_ev=0.5 gap_ev=7.819
C -1.259 -1.165 -0.447 0.120 0.188 -0.017 -1.3676
C 0.880 0.015 0.211 -0.755 -0.598 -1.340 0.1678
C -0.589 0.106 0.033 0.221 0.504 -0.767 0.4633
N 1.766 -0.973 0.429 -0.023 0.478 0.017 -0.4363
N -1.475 1.011 0.664 -0.061 -0.078 0.162 -0.6570
C 0.558 0.868 -0.889 0.845 -1.554 1.895 -0.0705
N 0.932 2.000 -0.161 -1.395 1.639 0.484 -0.7888
H 2.617 -0.991 -0.116 -0.246 -0.231 0.043 0.2139
H 1.520 -1.777 0.988 0.268 0.377 0.235 0.2516
H -0.992 1.905 0.782 0.025 -0.130 -0.016 0.3524
H -1.815 0.659 1.551 0.086 0.113 0.002 0.2272
H 1.576 2.082 0.621 0.763 -0.865 -0.770 0.2052
H 0.598 0.698 -1.964 0.120 0.206 0.072 0.3958
H -0.579 -1.780 -1.039 0.003 -0.022 -0.008 0.3538
H -1.619 -1.763 0.395 0.015 -0.009 -0.006 0.3355
H -2.121 -0.895 -1.056 0.016 -0.018 0.013 0.3537

---

No. 7
16
Properties=species:S:1:pos:R:3:forces:R:3:mulliken_charge:R:1 method="wB97M-V/def2-TZVPD" homo_energy_ev=-8.128 e_lumo_ev=0.9 gap_ev=9.043
C 2.277 1.121 0.343 -0.070 -0.241 -0.045 -0.7408
N 1.028 1.570 -0.193 -0.479 0.583 -0.628 -0.6183
C -0.051 0.887 -0.234 2.540 0.322 2.005 0.6763
N -1.181 1.560 -0.636 -0.690 -0.338 -0.404 -0.4783
C -0.163 -0.470 0.409 -2.073 0.993 -2.297 -0.4878
C -1.048 -1.238 -0.257 0.529 -1.396 1.495 -0.2451
N -1.616 -2.373 0.304 0.032 -0.294 -0.182 -0.4812
H 2.272 0.149 0.849 -0.115 -0.105 -0.011 0.2958
H 2.629 1.869 1.056 0.109 -0.034 -0.040 0.2413
H 3.004 1.062 -0.472 0.082 0.041 0.115 0.2456
H -0.999 2.418 -1.131 0.158 -0.022 -0.024 0.2779
H -1.946 1.021 -1.002 -0.063 0.002 0.077 0.2146
H 0.175 -0.661 1.417 0.075 0.007 -0.100 0.3297
H -1.384 -1.089 -1.276 0.076 0.490 0.064 0.3158
H -1.175 -2.696 1.153 -0.077 0.009 -0.035 0.2206
H -1.824 -3.128 -0.329 -0.034 -0.015 0.010 0.2337

---

No. 8
16
Properties=species:S:1:pos:R:3:forces:R:3:mulliken_charge:R:1 method="wB97M-V/def2-TZVPD" homo_energy_ev=-7.671 e_lumo_ev=0.9 gap_ev=8.594
C -0.367 0.477 0.147 -4.263 3.569 3.290 0.5818
C -1.061 0.026 -1.115 0.057 -0.302 -0.262 -1.2871
C 0.692 1.545 -0.028 0.269 -0.022 -0.096 -1.3757
C -0.089 -0.542 1.094 3.081 -3.926 -1.794 0.5356
N 1.393 -1.289 0.295 -0.538 -0.145 1.632 -0.1736
N 1.197 -2.030 -0.654 -1.093 -0.273 0.460 -0.3659
N -0.495 -1.135 2.103 0.847 0.535 -0.455 -0.6895
H -1.296 0.985 1.020 1.880 -0.446 -2.831 0.1643
H 2.061 -2.544 -0.946 0.049 0.857 0.227 0.2314
H -1.234 -0.659 2.621 -0.194 0.101 -0.234 0.2717
H -1.875 -0.667 -0.894 0.071 0.077 -0.048 0.3409
H -1.462 0.888 -1.653 0.063 -0.053 0.094 0.3851
H -0.342 -0.497 -1.758 -0.219 0.153 0.082 0.2960
H 1.227 1.742 0.903 -0.065 -0.016 -0.054 0.3531
H 1.424 1.225 -0.773 -0.013 0.062 0.018 0.3445
H 0.228 2.476 -0.363 0.069 -0.171 -0.030 0.3874

---

No. 9
16
Properties=species:S:1:pos:R:3:forces:R:3:mulliken_charge:R:1 method="wB97M-V/def2-TZVPD" homo_energy_ev=-8.365 e_lumo_ev=0.7 gap_ev=9.070
H 1.507 2.086 -0.436 -0.633 -0.785 -0.647 0.1800
N 0.693 1.425 -0.418 3.795 -2.388 2.418 -0.6303
C 1.127 0.224 0.101 -2.963 1.640 -3.157 0.1992
N 2.356 -0.352 0.037 0.132 -3.746 1.598 -0.4073
C -0.186 -0.629 0.465 1.928 -1.891 -0.540 0.2085
C -1.084 0.452 1.040 -3.873 0.301 -0.489 -0.5778
N -1.940 0.402 -0.278 -0.474 0.723 1.767 -0.5753
C -1.175 -0.672 -0.747 0.397 -5.037 -1.806 -0.4781
H 3.176 0.004 -0.403 -0.021 0.831 -0.294 0.1946
H 2.510 -1.421 0.302 -0.946 3.403 -0.581 0.2542
H -0.139 -1.788 0.879 0.565 3.349 -0.239 0.2597
H -1.848 0.067 1.725 0.638 0.126 0.566 0.2517
H -0.747 1.494 1.300 0.003 -1.614 -0.194 0.3325
H -1.682 1.100 -0.906 0.258 2.340 -0.577 0.3354
H -0.751 -0.700 -1.804 -0.157 0.910 1.241 0.2299
H -1.819 -1.693 -0.858 1.349 1.839 0.934 0.2230

---

No. 10
16
Properties=species:S:1:pos:R:3:forces:R:3:mulliken_charge:R:1 method="wB97M-V/def2-TZVPD" homo_energy_ev="-7.254 / -8.185" e_lumo_ev="-0.1 / 0.5" gap_ev="7.193 / 8.670"
C 1.533 0.910 0.797 -0.298 -0.231 -0.052 -0.7540
N 0.897 0.203 -0.322 -1.444 0.593 0.293 -0.1893
C -1.305 0.578 -0.028 -0.772 0.763 0.324 0.3514
C 0.560 -1.002 -0.271 2.873 -0.465 -0.533 0.2588
N -1.488 1.398 -1.070 -0.089 0.121 -0.193 -0.4212
C -0.013 -2.172 -0.382 -0.013 -0.126 0.166 -0.8660
N -2.113 0.323 0.892 0.136 -0.151 -0.093 -0.7190
H 2.336 -1.106 -0.559 -0.416 -0.679 0.152 0.0461
H -0.800 1.409 -1.802 -0.063 0.041 0.074 0.2224
H -2.406 1.794 -1.238 0.145 -0.100 -0.035 0.2403
H -1.806 -0.322 1.612 0.065 0.060 -0.011 0.2661
H 0.961 1.821 0.978 0.090 -0.059 -0.025 0.3230
H 1.574 0.309 1.706 -0.005 0.032 -0.033 0.2734
H 2.542 1.179 0.486 0.010 -0.036 -0.025 0.3637
H -1.080 -2.282 -0.239 -0.049 0.088 0.026 0.3222
H 0.610 -3.040 -0.560 -0.170 0.147 -0.037 0.2822

---

No. 11
16
Properties=species:S:1:pos:R:3:forces:R:3:mulliken_charge:R:1 method="wB97M-V/def2-TZVPD" homo_energy_ev=-8.518 e_lumo_ev=1.0 gap_ev=9.532
H 0.775 -0.914 1.957 0.170 -0.686 1.029 0.2842
N 1.525 -1.147 1.319 -0.020 -0.452 -0.059 -0.7302
C 1.380 -0.243 0.457 -1.113 0.304 0.636 0.7832
C 2.102 -0.088 -0.789 0.597 -0.623 -0.411 -1.1689
C 0.299 0.814 0.695 -0.866 -1.334 1.947 -0.9581
C -0.921 0.555 -0.089 -2.452 -2.062 1.135 -0.1734
N -1.922 -0.155 0.352 2.855 1.069 -0.780 -0.1952
N -2.982 -0.496 -0.369 -2.551 -0.788 -2.100 -0.4980
H 2.714 0.767 -0.574 0.466 0.724 -0.884 0.2880
H 1.358 0.024 -1.545 -0.443 0.988 -0.813 0.3062
H 2.676 -0.918 -1.171 0.479 -0.370 0.643 0.3579
H 0.071 0.812 1.793 0.129 0.194 -0.914 0.3999
H 0.506 1.783 0.382 1.380 1.889 -0.201 0.3280
H -0.861 0.969 -1.049 -0.471 0.358 -1.799 0.5217
H -3.450 -1.273 0.060 -0.132 0.111 0.197 0.2270
H -3.271 -0.490 -1.428 1.971 0.678 2.375 0.2277

---

No. 12
17
Properties=species:S:1:pos:R:3:forces:R:3:mulliken_charge:R:1 method="wB97M-V/def2-TZVPD" homo_energy_ev=-7.805 e_lumo_ev=0.9 gap_ev=8.676
C -0.734 -1.458 -1.034 -0.074 -0.028 -0.312 -0.7730
N -0.531 -0.186 -0.313 -0.900 -0.665 0.383 0.3233
C -0.226 -0.340 1.122 0.921 -0.100 -0.695 -0.3890
C -1.217 -1.174 1.882 2.200 -1.702 1.828 -0.2015
O -0.805 -2.006 2.705 -1.408 1.699 -1.802 -0.4987
N 0.300 0.617 -1.085 -0.099 0.544 0.713 -0.7336
C 0.989 1.517 -0.498 -0.647 -1.595 0.900 -0.0311
N 1.749 2.347 -1.234 0.659 1.460 -2.489 -0.4088
H 0.152 -2.134 -0.937 -0.342 0.436 -0.242 0.3031
H -0.885 -1.165 -2.130 0.067 -0.690 1.653 0.2852
H -1.598 -2.044 -0.610 0.630 0.826 -0.544 0.2729
H -0.230 0.644 1.677 0.093 -0.829 -0.726 0.3090
H 0.765 -0.860 1.221 -0.476 0.636 0.302 0.3593
H -2.254 -0.930 1.751 -0.977 -0.079 -0.055 0.4396
H 1.100 1.563 0.603 -0.081 0.342 -0.730 0.2264
H 1.923 3.272 -0.851 -0.059 -0.382 -0.230 0.2449
H 1.502 2.337 -2.269 0.493 0.126 2.048 0.2719

---

For the records above, the corresponding energy above the lowest of the compared OMol25 structures with the same formula, charge and spin values read 107.2, 197.5, 42.0, 84.3, 682.7, 482.6, 122.5, 415.2, 369.1, 694.8, 279.1, 279.2 kJ/mol.